Entry w
Here is a molecular structure, C25H34N7O5Pt from the Open Molecules 2025 dataset. Energies are from wB97M-V/def2-TZVPD.

Last column: Löwdin spin population.
Positions of all 72 atoms, in Å:
Pt  0.7076  0.4662  0.2868  0.627
C  3.3292  1.5890  -0.9169  0.002
N  3.8772  0.2858  -0.5582  -0.002
C  5.3318  0.0984  -0.5147  0.000
C  5.4761  -1.3431  -0.0311  0.000
N  4.0835  -1.8001  0.1052  -0.002
C  3.8791  -3.1645  0.5937  0.000
C  3.2244  -0.8286  -0.2300  0.000
N  1.8654  -0.9484  -0.3578  0.015
C  1.1804  -2.2296  -0.1475  0.005
C  -0.1867  -2.0385  -0.7229  0.007
N  -0.7757  -0.9256  0.0308  0.038
C  -2.0618  -0.5994  -0.0169  0.005
N  -2.6205  0.3773  0.7283  0.000
C  -2.0119  1.2954  1.6684  0.000
C  -3.9884  0.6493  0.3000  0.000
C  -4.3420  -0.6260  -0.4410  0.000
N  -3.0239  -1.1659  -0.7972  0.003
C  -3.0232  -2.4880  -1.4239  0.000
H  4.1666  2.2671  -1.0624  0.000
H  2.7174  2.0190  -0.1305  0.001
H  2.7578  1.5476  -1.8444  0.000
H  5.7907  0.8194  0.1586  0.000
H  5.7508  0.2428  -1.5092  0.000
H  5.9732  -1.4121  0.9354  0.000
H  6.0135  -1.9715  -0.7384  0.000
H  4.8339  -3.4940  0.9952  0.000
H  3.6019  -3.8554  -0.1986  0.000
H  3.1529  -3.2007  1.3983  0.000
H  1.0986  -2.4579  0.9158  0.000
H  1.6744  -3.0525  -0.6566  0.001
H  -0.7267  -2.9716  -0.5962  0.001
H  -0.1345  -1.8026  -1.7905  0.000
H  -1.0609  0.9174  2.0364  0.000
H  -2.6662  1.3848  2.5364  0.000
H  -1.8632  2.2860  1.2408  0.000
H  -4.0207  1.5376  -0.3352  0.000
H  -4.6289  0.8171  1.1639  0.000
H  -4.9277  -0.4471  -1.3394  0.000
H  -4.8836  -1.3328  0.1933  0.000
H  -3.9856  -2.6014  -1.9162  0.000
H  -2.9270  -3.2937  -0.6937  0.000
H  -2.2574  -2.5777  -2.1856  0.000
O  1.6679  -0.3456  2.2186  0.102
N  1.2676  0.0917  3.4139  0.001
C  0.3800  -0.6334  4.1060  0.009
C  -0.0006  -0.2415  5.3748  -0.001
C  0.5357  0.9107  5.9213  0.013
C  1.4278  1.6571  5.1733  -0.001
C  1.7817  1.2268  3.9086  0.011
H  0.0247  -1.5196  3.6013  0.000
H  -0.7136  -0.8458  5.9182  0.000
H  0.2649  1.2209  6.9225  0.001
H  1.8552  2.5750  5.5522  0.000
H  2.4712  1.7397  3.2549  0.000
O  -0.5232  4.3741  -0.5910  0.004
C  -0.4209  3.2016  -0.8186  0.009
O  0.3856  2.3978  -0.1337  0.139
C  -1.2977  2.5277  -1.8589  0.004
C  -2.4419  3.2160  -2.2381  0.001
C  -3.3537  2.6916  -3.1612  0.001
C  -3.0486  1.4580  -3.6736  0.000
O  -3.7450  0.7388  -4.5692  0.000
C  -2.9876  -0.4580  -4.8356  0.000
O  -1.8319  -0.4055  -3.9753  0.000
C  -1.8972  0.7732  -3.3116  0.001
C  -0.9968  1.2844  -2.4069  0.003
H  -2.5969  4.1946  -1.8026  0.000
H  -4.2422  3.2268  -3.4677  0.000
H  -2.6752  -0.4687  -5.8755  0.000
H  -3.5882  -1.3288  -4.5895  0.000
H  -0.0713  0.7690  -2.1887  0.002

Calculated values
HOMO (alpha / beta)   -12.760 / -12.758 eV
Lowest unoccupied orbital energy (alpha / beta)   -7.52 / -7.54 eV
Spin multiplicity   2
Net charge   +2
Frontier orbital gap (alpha / beta)   5.24 / 5.21 eV


Entry x
Here is a molecular structure, C25H34N7O5Pt from the Open Molecules 2025 dataset. Energies are from wB97M-V/def2-TZVPD.

Last column: Löwdin spin population.
Positions of all 72 atoms, in Å:
Pt  0.3617  0.0498  0.0316  0.578
C  0.2636  -1.6995  4.5947  0.001
N  0.4552  -2.5562  3.4422  0.016
C  0.3239  -4.0071  3.5829  0.002
C  0.3311  -4.4918  2.1286  0.001
N  0.7934  -3.3138  1.4041  0.011
C  1.1798  -3.3626  0.0163  0.000
C  0.8189  -2.2240  2.1864  0.026
N  1.1721  -1.0279  1.7336  0.194
C  1.6949  0.0117  2.6153  0.012
C  2.5578  0.9222  1.7532  -0.001
N  1.6941  1.4559  0.6883  0.005
C  2.0756  2.4813  -0.0473  0.005
N  1.2616  3.1006  -0.9361  0.002
C  -0.1176  2.7931  -1.2377  0.027
C  1.9789  4.1074  -1.7086  0.000
C  3.2247  4.3192  -0.8633  0.000
N  3.2966  3.0831  -0.0729  0.002
C  4.4008  3.0127  0.8809  0.000
H  -0.4695  -2.1773  5.2426  0.000
H  -0.1440  -0.7380  4.2992  0.000
H  1.1814  -1.5561  5.1668  0.001
H  -0.6136  -4.2373  4.0873  0.001
H  1.1444  -4.4214  4.1723  0.000
H  -0.6569  -4.8068  1.7860  0.000
H  1.0295  -5.3135  1.9756  0.001
H  1.3363  -4.4063  -0.2498  0.000
H  2.1075  -2.8177  -0.1370  0.000
H  0.4030  -2.9501  -0.6336  0.000
H  2.3014  -0.4197  3.4144  0.005
H  0.9038  0.6192  3.0629  0.000
H  3.3747  0.3312  1.3309  0.000
H  2.9577  1.7295  2.3636  0.000
H  -0.7136  2.7003  -0.3309  0.002
H  -0.2279  1.8867  -1.8526  0.012
H  -0.5208  3.6209  -1.8185  0.002
H  1.3771  5.0099  -1.7996  0.000
H  2.2098  3.7430  -2.7151  0.000
H  3.1351  5.1887  -0.2062  0.000
H  4.1288  4.4256  -1.4594  0.000
H  5.2070  3.6134  0.4667  0.000
H  4.7765  2.0012  0.9985  0.000
H  4.1371  3.4339  1.8516  0.000
O  1.9052  -0.6011  -1.1640  0.018
N  1.7290  -0.2000  -2.4375  0.009
C  0.7449  -0.7454  -3.1749  0.009
C  0.6109  -0.3939  -4.4991  -0.001
C  1.5033  0.5096  -5.0601  0.006
C  2.5121  1.0491  -4.2725  0.000
C  2.6058  0.6813  -2.9498  0.005
H  0.1083  -1.4434  -2.6509  0.001
H  -0.1815  -0.8423  -5.0802  0.000
H  1.4185  0.7839  -6.1023  0.000
H  3.2350  1.7429  -4.6766  0.000
H  3.3568  1.0284  -2.2549  0.000
O  -1.5690  0.6262  0.5922  0.019
C  -2.0611  -0.3558  -0.0892  0.010
O  -1.1645  -1.1502  -0.5855  0.009
C  -3.4710  -0.5537  -0.2745  0.001
C  -3.9160  -1.6453  -1.0305  0.002
C  -5.2693  -1.8756  -1.2253  0.000
C  -6.1361  -0.9756  -0.6389  0.002
O  -7.4765  -0.9879  -0.6747  0.002
C  -7.9299  0.1535  0.0721  0.000
O  -6.7642  0.8132  0.5709  0.000
C  -5.6952  0.1179  0.1167  0.000
C  -4.3691  0.3613  0.3220  0.001
H  -3.1934  -2.3237  -1.4606  0.000
H  -5.6335  -2.7141  -1.8000  0.000
H  -8.5385  -0.1906  0.9069  0.000
H  -8.4706  0.8207  -0.5980  0.000
H  -4.0222  1.1970  0.9112  0.000

Calculated values
HOMO (alpha / beta)   -12.728 / -12.739 eV
Lowest unoccupied orbital energy (alpha / beta)   -6.04 / -6.69 eV
Spin multiplicity   2
Net charge   +2
Frontier orbital gap (alpha / beta)   6.69 / 6.05 eV


Decreasing stability: entry x, entry w


Entry w
Here is 2 unconnected molecules or ions with the total composition C11H15N from the Open Molecules 2025 dataset. Energies are from wB97M-V/def2-TZVPD.

Last column: Löwdin spin population.
Positions of all 27 atoms, in Å:
C  1.0863  1.5125  -1.2257  0.000
C  0.9250  2.8157  -0.5725  0.000
H  2.0742  1.2599  -1.2920  0.000
H  0.7636  0.6974  -0.6857  0.000
H  0.5798  1.4337  -2.1463  0.000
H  1.7140  3.4631  -1.2469  0.000
H  1.3272  2.9261  0.4569  0.000
H  -0.0269  3.2147  -0.4712  0.000
C  -0.1345  0.5589  2.5473  0.044
C  -1.0602  -0.8616  -0.6326  0.002
C  -0.4066  -1.0834  0.6423  0.017
C  -0.9687  -0.1042  1.5665  0.255
C  -2.0974  0.3744  0.9862  0.153
C  -0.3999  -1.4381  -1.7823  0.072
C  0.3537  -2.5933  -1.6110  0.059
C  0.4761  -2.1576  0.7992  0.100
C  0.6680  -2.9704  -0.3247  0.021
N  -2.3122  -0.1971  -0.2898  0.224
H  -3.1891  -0.1171  -0.7703  0.004
H  -0.3445  -1.0022  -2.7688  0.003
H  -2.9085  0.9363  1.5541  0.002
H  0.6642  -3.1456  -2.4491  0.003
H  1.0897  -2.3065  1.5233  0.007
H  -0.1362  -0.0255  3.5605  0.023
H  -0.2695  1.6315  2.7395  0.002
H  1.6315  -3.4951  -0.2075  0.000
H  0.9010  0.6734  2.1005  0.009

Calculated values
HOMO (alpha / beta)   -12.932 / -12.863 eV
Lowest unoccupied orbital energy (alpha / beta)   -3.88 / -7.23 eV
Spin multiplicity   2
Net charge   +1
Frontier orbital gap (alpha / beta)   9.06 / 5.63 eV


Entry x
Here is 2 unconnected molecules or ions with the total composition C11H15N from the Open Molecules 2025 dataset. Energies are from wB97M-V/def2-TZVPD.

Last column: Löwdin spin population.
Positions of all 27 atoms, in Å:
C  -0.2525  -0.3405  2.8260  0.040
C  -1.6972  -1.2650  -0.4719  0.039
C  -0.8942  -0.3979  0.2816  0.015
C  -0.7386  -0.9608  1.5697  0.244
C  -1.5439  -2.1353  1.5572  0.201
C  -2.1864  -0.8636  -1.6867  0.038
C  -1.8700  0.4236  -2.1449  0.126
C  -0.4868  0.8472  -0.2212  0.126
C  -0.9454  1.2273  -1.4701  -0.006
N  -2.0522  -2.3446  0.3617  0.133
H  -2.7627  -3.0242  0.1233  0.002
H  -2.8512  -1.4649  -2.2873  0.000
H  -1.7566  -2.8478  2.3385  0.006
H  -2.3733  0.8153  -3.0191  0.005
H  0.1738  1.4533  0.3872  0.005
H  -0.8358  0.5386  3.0886  0.014
H  0.7922  -0.0228  2.7215  0.011
H  -0.4897  2.0545  -1.9973  -0.003
H  -0.2961  -1.0493  3.6476  -0.001
C  2.9755  0.4730  -0.3566  0.001
C  2.7910  1.8117  -1.0418  0.001
H  2.6789  -0.4084  -0.9273  0.000
H  4.0094  0.2583  -0.0798  0.000
H  2.3585  0.5314  0.5339  0.000
H  3.4440  2.5799  -0.6239  0.000
H  1.7758  2.2126  -0.9976  0.000
H  3.0334  1.8984  -2.1114  0.000

Calculated values
HOMO (alpha / beta)   -12.957 / -13.502 eV
Lowest unoccupied orbital energy (alpha / beta)   -3.61 / -6.89 eV
Spin multiplicity   2
Net charge   +1
Frontier orbital gap (alpha / beta)   9.35 / 6.61 eV


Entry y
Here is 2 unconnected molecules or ions with the total composition C11H15N from the Open Molecules 2025 dataset. Energies are from wB97M-V/def2-TZVPD.

Last column: Löwdin spin population.
Positions of all 27 atoms, in Å:
C  -2.6284  1.6978  1.7224  0.004
C  -3.8128  1.6582  0.7080  0.000
H  -1.7699  1.2254  1.2705  0.003
H  -2.4122  2.7386  1.9909  0.000
H  -3.0512  1.4207  2.6842  0.000
H  -4.6206  2.1871  1.2181  0.000
H  -3.9829  0.5819  0.5997  0.000
H  -3.5892  2.1541  -0.2287  0.000
C  3.0225  -2.8789  -0.3999  0.029
C  0.3236  -0.3795  -1.0324  0.072
C  1.4138  -0.8785  -0.2275  0.028
C  1.8949  -2.0559  -0.8586  0.171
C  1.0275  -2.2797  -1.9090  0.242
C  -0.0650  0.9421  -0.9046  0.034
C  0.4960  1.7732  0.0602  0.178
C  1.9090  -0.0124  0.8090  0.114
C  1.5105  1.2621  0.9506  -0.007
N  0.0844  -1.3166  -2.0255  0.097
H  -0.5066  -1.1720  -2.8335  0.001
H  -0.8754  1.3331  -1.5140  -0.001
H  0.8944  -3.1247  -2.5728  0.007
H  0.1145  2.7850  0.0327  0.007
H  2.5274  -0.5602  1.5167  0.005
H  4.0063  -2.4797  -0.7154  0.012
H  2.8954  -3.9201  -0.6609  0.003
H  1.9796  1.9040  1.6800  -0.003
H  3.2142  -2.6054  0.6396  0.004

Calculated values
HOMO (alpha / beta)   -13.108 / -13.504 eV
Lowest unoccupied orbital energy (alpha / beta)   -3.70 / -7.12 eV
Spin multiplicity   2
Net charge   +1
Frontier orbital gap (alpha / beta)   9.40 / 6.38 eV


Decreasing stability: entry x, entry y, entry w


Entry w
Here is C5H8O5 in the gas phase from the Open Molecules 2025 dataset. Energies are from wB97M-V/def2-TZVPD.

Last column: Löwdin charge in e.
Positions of all 18 atoms, in Å:
C  -0.0193  0.5125  0.9922  -0.291
C  -0.8629  -0.2038  -1.3808  -0.174
C  -0.5429  -0.6261  1.7801  0.036
C  1.6258  -0.2800  -0.3084  -0.394
C  0.0537  0.6265  -0.4888  -0.455
O  0.3082  1.6214  1.5279  0.125
O  1.4666  -1.6098  -0.4491  0.100
O  -2.1474  0.3906  -1.4000  -0.034
O  2.6648  0.2982  -0.2961  0.157
O  0.2645  1.8687  -0.8259  -0.053
H  0.3650  2.2602  0.5415  0.184
H  2.3426  -2.0198  -0.5673  0.139
H  -2.0247  1.3119  -1.6657  0.096
H  -0.9854  -1.2199  -1.0130  0.119
H  -0.4142  -0.2348  -2.3793  0.137
H  -1.6157  -0.4602  1.9188  0.117
H  -0.4203  -1.5708  1.2579  0.087
H  -0.0584  -0.6646  2.7560  0.104

Calculated values
HOMO   -9.337 eV
Lowest unoccupied orbital energy   -0.08 eV
Spin multiplicity   1
Frontier orbital gap   9.26 eV


Entry x
Here is 2 unconnected molecules or ions with the total composition C5H8O5 from the Open Molecules 2025 dataset. Energies are from wB97M-V/def2-TZVPD.

Last column: Löwdin charge in e.
Positions of all 18 atoms, in Å:
C  -0.8940  0.6980  -1.6508  -0.018
C  -0.4981  0.0817  -0.3335  -0.339
C  -0.6563  -1.4082  -0.1554  -0.083
C  -1.1333  -1.9409  0.9663  0.078
C  1.2467  0.5834  0.1565  -0.471
O  1.6721  -0.2231  0.9498  0.168
O  1.3803  1.6386  -0.4444  0.146
O  5.5947  -0.0447  1.6704  -0.158
O  -1.1690  0.6339  0.7378  -0.041
O  -1.9747  1.7416  0.2089  0.026
H  -0.2767  0.2573  -2.4425  0.111
H  -1.9409  0.4542  -1.8523  0.112
H  -0.7477  1.7806  -1.6368  0.095
H  -0.4669  -2.0042  -1.0512  0.126
H  -1.3585  -3.0086  0.9773  0.079
H  -1.2671  -1.3836  1.8916  0.086
H  4.9181  0.1476  0.9779  -0.049
H  -2.4287  1.9965  1.0304  0.132

Calculated values
HOMO (alpha / beta)   -7.314 / -7.295 eV
Lowest unoccupied orbital energy (alpha / beta)   -4.61 / -4.65 eV
Spin multiplicity   1
Frontier orbital gap (alpha / beta)   2.71 / 2.64 eV


Decreasing stability: entry w, entry x